No. 1
Here is a structure of composition C26H32N2OSeSi2Ta from the OMol25 dataset. Energies are from ωB97M-V with the def2-TZVPD basis set.

Structure (XYZ):
```
65
Properties=species:S:1:pos:R:3:forces:R:3:nbo_charge:R:1
Ta -0.042 -0.429 0.491 0.13 -0.11 0.23 1.64
C -0.814 0.138 4.323 -0.01 0.00 -0.09 -1.13
Si 0.217 -0.837 3.124 -0.09 -0.05 -0.22 1.26
C 2.021 -0.326 3.218 -0.03 0.00 0.02 -1.13
C -0.015 -2.697 3.162 0.10 0.02 -0.07 -0.51
C 0.102 -3.268 4.429 0.05 0.02 0.07 -0.12
C 0.150 -4.646 4.600 -0.02 -0.01 0.03 -0.17
C 0.097 -5.482 3.498 0.00 0.01 -0.05 -0.16
C -0.034 -4.936 2.227 0.03 -0.05 0.01 -0.18
C -0.104 -3.553 2.037 -0.03 0.04 0.03 -0.51
Si -0.596 -3.025 0.321 -0.13 0.16 -0.12 1.28
C -2.443 -3.004 0.035 0.01 -0.09 0.10 -1.12
C 0.285 -3.815 -1.113 0.02 -0.06 0.03 -1.13
H -0.315 0.092 5.295 -0.01 -0.01 0.02 0.28
H -1.816 -0.269 4.442 -0.02 -0.03 -0.01 0.26
H -0.888 1.194 4.059 0.04 0.00 0.01 0.26
H 2.330 -0.535 4.248 0.05 0.01 0.00 0.29
H 2.162 0.744 3.051 0.00 0.01 0.03 0.26
H 2.695 -0.885 2.568 -0.03 -0.02 0.02 0.25
H 0.165 -2.637 5.310 0.00 -0.01 0.01 0.22
H 0.235 -5.063 5.595 0.01 0.01 0.00 0.25
H 0.148 -6.555 3.623 -0.01 0.00 0.00 0.25
H -0.091 -5.610 1.377 -0.01 0.00 0.01 0.23
H -2.771 -4.049 0.008 -0.02 0.02 0.01 0.29
H -2.726 -2.556 -0.919 0.04 0.01 -0.01 0.25
H -2.991 -2.520 0.844 -0.01 0.01 0.00 0.25
H -0.085 -4.843 -1.187 0.02 0.00 -0.02 0.29
H 1.368 -3.865 -1.011 0.00 0.00 0.00 0.26
H 0.040 -3.328 -2.059 -0.01 0.00 0.00 0.27
C -8.190 1.502 0.541 0.00 0.00 0.02 -0.68
C -6.758 1.292 0.238 0.00 0.00 0.01 0.27
C -6.270 1.440 -1.071 -0.01 0.01 0.00 -0.27
C -4.950 1.264 -1.370 0.03 0.00 0.02 0.18
C -4.488 1.444 -2.785 -0.03 -0.01 -0.02 -0.67
C -4.032 0.895 -0.287 -0.01 0.01 0.02 -0.11
C -2.747 0.688 -0.669 0.05 0.05 0.09 0.32
O -1.723 0.304 0.113 -0.27 -0.01 -0.08 -0.79
C -4.540 0.765 1.079 0.01 0.00 -0.06 0.13
C -3.654 0.454 2.244 0.03 -0.05 0.02 -0.65
C -5.867 0.960 1.289 -0.02 0.00 -0.02 -0.25
H -8.789 1.671 -0.349 0.00 0.00 0.00 0.26
H -8.290 2.367 1.207 0.00 0.00 -0.01 0.28
H -8.587 0.650 1.099 0.00 0.00 0.00 0.27
H -6.965 1.708 -1.857 0.00 0.00 0.00 0.25
H -5.319 1.761 -3.408 0.00 -0.01 0.00 0.27
H -4.106 0.510 -3.203 0.00 0.01 -0.01 0.25
H -3.711 2.206 -2.866 0.00 0.00 0.00 0.24
H -2.459 0.824 -1.704 0.00 -0.01 -0.01 0.21
H -2.857 1.192 2.338 0.03 0.01 0.00 0.23
H -3.195 -0.533 2.147 0.00 0.03 -0.02 0.22
H -4.236 0.463 3.163 0.01 0.00 -0.01 0.26
H -6.267 0.872 2.292 0.00 0.00 -0.01 0.25
Se 2.220 1.672 -0.942 0.00 -0.07 0.02 1.08
N 1.854 -0.011 -0.228 0.10 0.10 0.00 -0.97
C 3.015 -0.725 -0.253 -0.07 0.07 -0.04 0.29
C 3.216 -2.036 0.205 0.04 -0.02 0.05 -0.32
C 4.475 -2.568 0.093 -0.03 0.01 0.01 -0.04
C 5.577 -1.855 -0.466 0.01 0.01 0.00 -0.19
C 5.425 -0.586 -0.913 0.01 -0.01 0.00 -0.13
C 4.130 0.011 -0.813 -0.01 0.03 -0.01 0.07
N 3.876 1.244 -1.205 0.05 -0.05 -0.01 -0.46
H 2.415 -2.613 0.653 0.00 0.00 0.01 0.24
H 4.646 -3.577 0.449 0.00 0.00 0.00 0.26
H 6.540 -2.344 -0.522 0.00 0.00 0.00 0.27
H 6.235 -0.007 -1.337 0.00 0.00 0.00 0.28
```
Forces are in eV/Å.

Summary:
Highest occupied orbital energy (eV): -16.937
Total charge: +3
Total energy (eV): -115134.57046
ΔE to the lowest compared entry with this formula, charge and spin (eV): 0.892



No. 2
Here is a structure of composition C24H22BInN7O2S2 from the OMol25 dataset. Energies are from ωB97M-V with the def2-TZVPD basis set.

Structure (XYZ):
```
59
Properties=species:S:1:pos:R:3:forces:R:3:nbo_charge:R:1
In 0.261 0.492 0.121 -0.64 -0.57 0.02 1.44
O 4.067 -3.853 4.154 0.05 0.05 -0.02 -0.71
C 4.290 -3.696 2.947 -0.11 -0.17 -0.01 0.73
O 5.072 -4.211 2.138 0.03 0.07 0.03 -0.70
C 3.348 -2.640 2.290 0.03 0.06 0.03 0.02
C 3.473 -2.328 0.943 -0.06 -0.06 -0.05 -0.19
C 2.610 -1.405 0.389 0.08 0.12 0.05 0.15
N 1.667 -0.818 1.135 0.33 0.37 0.01 -0.59
C 1.567 -1.061 2.446 -0.07 -0.13 -0.05 0.24
C 2.391 -1.985 3.055 0.03 0.01 -0.02 -0.21
C 0.535 -0.267 3.160 -0.03 0.07 0.01 0.18
C 0.322 -0.390 4.526 0.01 -0.04 -0.01 -0.20
C -0.644 0.395 5.130 -0.02 0.01 0.01 -0.11
C -1.375 1.288 4.360 0.00 0.00 0.01 -0.24
C -1.107 1.361 3.009 0.03 -0.03 -0.05 0.06
N -0.176 0.601 2.420 0.00 -0.01 -0.03 -0.53
C 2.698 -0.923 -1.016 -0.04 -0.03 -0.01 0.20
C 3.509 -1.542 -1.956 0.02 0.02 0.00 -0.20
C 3.570 -1.029 -3.238 -0.01 0.00 0.00 -0.11
C 2.811 0.086 -3.563 0.02 -0.02 -0.01 -0.23
C 2.004 0.634 -2.591 -0.03 0.01 0.03 0.07
N 1.954 0.150 -1.343 0.04 -0.02 -0.04 -0.54
H 4.261 -2.834 0.400 0.01 0.00 0.01 0.27
H 2.361 -2.239 4.107 0.00 -0.01 0.00 0.27
H 0.907 -1.088 5.105 -0.01 0.00 0.01 0.25
H -0.821 0.312 6.194 0.00 0.00 0.00 0.25
H -2.134 1.923 4.795 0.00 0.00 0.00 0.25
H -1.651 2.045 2.372 -0.01 0.00 -0.03 0.22
H 4.076 -2.420 -1.683 0.02 0.01 0.00 0.25
H 4.199 -1.501 -3.981 0.00 0.00 0.00 0.25
H 2.831 0.516 -4.554 -0.01 -0.01 0.00 0.25
H 1.364 1.479 -2.808 0.00 0.00 0.01 0.21
C 0.322 4.159 -2.211 0.00 0.01 0.00 -0.41
N -0.544 3.127 -2.766 0.02 0.03 0.03 -0.34
C -0.746 2.883 -4.103 0.03 0.04 0.01 -0.08
C -1.645 1.875 -4.179 -0.06 -0.01 0.01 -0.03
N -2.003 1.510 -2.903 0.09 -0.07 -0.01 -0.43
B -3.167 0.425 -2.758 -0.06 -0.01 -0.07 0.18
N -3.380 -0.062 -1.301 -0.02 0.14 0.02 -0.47
C -4.540 0.151 -0.593 -0.01 0.02 -0.03 -0.03
C -4.445 -0.508 0.583 0.00 -0.05 0.02 -0.07
N -3.215 -1.128 0.588 0.07 0.04 0.01 -0.33
C -2.694 -1.977 1.651 -0.04 -0.01 -0.02 -0.40
C -2.580 -0.833 -0.564 -0.03 -0.15 0.06 0.29
S -0.989 -1.375 -0.987 -0.01 0.05 0.08 -0.22
C -1.317 2.271 -2.057 -0.01 0.07 0.04 0.25
S -1.364 2.288 -0.310 0.31 0.20 -0.01 -0.22
H 0.838 4.647 -3.033 -0.01 0.00 0.00 0.23
H 1.055 3.722 -1.535 0.00 -0.01 0.00 0.22
H -0.266 4.892 -1.664 -0.01 0.00 0.00 0.24
H -0.250 3.453 -4.869 0.00 0.00 0.00 0.24
H -2.081 1.392 -5.035 0.01 -0.01 0.01 0.25
H -2.858 -0.489 -3.471 0.01 0.00 0.03 -0.02
H -4.181 0.977 -3.092 0.01 -0.02 -0.03 -0.03
H -5.342 0.738 -1.002 0.01 0.00 0.00 0.25
H -5.141 -0.618 1.395 0.01 0.00 0.00 0.24
H -3.510 -2.223 2.324 0.00 0.00 -0.01 0.23
H -1.913 -1.459 2.206 0.02 0.01 0.02 0.21
H -2.283 -2.889 1.227 0.00 0.00 0.00 0.24
```
Forces are in eV/Å.

Summary:
Highest occupied orbital energy (eV): -10.245
Total charge: +1
Total energy (eV): -67289.84776
ΔE to the lowest compared entry with this formula, charge and spin (eV): 0.052



no.,HOMO-LUMO gap (eV)
1,6.33
2,6.20